Density functional theory data (ωB97M-V/def2-TZVPD) for C27H30IN7O2S2V as an isolated structure at a distorted geometry.

Results
**Lowest unoccupied orbital energy (alpha / beta)**: 0.430 / 0.264 eV
**Total energy**: -98475.6723 eV
**ΔE to the lowest compared entry with this formula, charge and spin**: 5.4 kcal/mol
**Multiplicity**: 4
**Max |F|**: 2.396 eV/Å
**Molecular weight**: 726.57 g/mol
**Orbital gap (alpha / beta)**: 6.478 / 7.587 eV
**E_HOMO (alpha / beta)**: -6.0 / -7.3 eV

Structure (XYZ):
```
70
C27H30IN7O2S2V (ωB97M-V/def2-TZVPD)
I 4.0147 -0.0625 4.1370
V 0.0406 -0.1448 -0.0931
S -2.2045 0.9966 -1.1103
S 0.4638 -1.0019 -2.3026
O 1.3117 1.3339 -0.5723
O -0.4572 0.8696 1.5782
N -1.2198 -1.6244 0.4912
N -1.0642 3.2020 -0.1465
N 1.9107 -0.3305 -4.4191
N 1.5450 -1.0826 0.7747
N 2.1766 1.1425 -2.7283
N -0.9399 2.9258 -2.4192
N -2.7058 -2.7551 1.6268
C 2.7455 3.0025 -1.3238
C 0.1124 -1.3568 -5.7914
C 2.5916 3.6648 -0.1088
C 3.9833 5.4642 -0.8918
C 1.4431 -1.5489 -5.0767
C 3.2181 -1.0529 2.4854
C -2.5619 -0.9894 3.9199
C -1.1502 0.5195 2.6330
C -1.1916 1.3894 3.7470
C -2.5769 -0.1309 4.9957
C 3.7356 -2.2643 2.0736
C 3.5383 3.5733 -2.3154
C -1.5809 -2.7601 -0.2293
C -1.3333 2.4453 -1.2257
C 3.1165 -2.8836 1.0023
C 2.8390 0.5008 -5.2005
C -1.9183 -1.6500 1.6219
C 4.1533 4.7990 -2.1004
C 4.2965 0.1755 -4.9097
C -2.5040 -3.4642 0.4622
C 3.2054 4.8918 0.1077
C 1.5796 0.0040 -3.1477
C 2.1462 -0.4831 1.8203
C 2.0125 1.7051 -1.5368
C 2.0316 -2.2804 0.3948
C -1.8799 1.0759 4.8963
C -1.8737 -0.6958 2.7341
H 1.9944 3.1979 0.6660
H 4.4602 6.4238 -0.7278
H -0.6408 2.3195 3.6635
H -0.1955 -2.2858 -6.2785
H 1.3582 -2.3386 -4.3370
H 4.7680 5.2384 -2.8766
H 4.5886 -2.7110 2.5690
H 4.9600 0.7925 -5.5212
H 3.0806 5.4001 1.0561
H 0.1900 -0.5779 -6.5547
H 4.5103 0.3657 -3.8569
H -0.1967 3.6028 -2.4849
H -3.3659 -2.9856 2.3428
H 2.2136 -1.8425 -5.7917
H -1.8741 1.7659 5.7332
H 2.6403 1.5433 -4.9796
H -1.0139 2.6677 0.7101
H -0.3719 3.9293 -0.2442
H 3.4726 -3.8374 0.6335
H -1.1668 -2.9720 -1.2008
H -0.6575 -1.0702 -5.0738
H 2.6125 0.3269 -6.2533
H -3.1171 -0.3894 5.8978
H 1.5352 -2.7481 -0.4415
H -1.0816 2.3138 -3.2033
H 4.5100 -0.8752 -5.1227
H -3.0220 -4.3817 0.2423
H 3.6646 3.0425 -3.2509
H -3.0935 -1.9303 4.0150
H 1.7305 0.4664 2.1262
```

These are the Löwdin partial charges, in e, on atoms 1 to 8: I 0.88; V 0.38; S 0.66; S 0.75; O -0.13; O -0.24; N -0.03; N 0.12

Density functional theory data (ωB97M-V/def2-TZVPD) for one molecule with the formula C4H13N3 at a distorted geometry.

Results
**Lowest unoccupied orbital energy**: 1.063 eV
**Total energy**: -8828.8395 eV
**ΔE to the lowest compared entry with this formula, charge and spin**: 13.2 kcal/mol
**Structure (SMILES)**: NCC[C@@H](N)CN
**Max |F|**: 1.534 eV/Å
**Molecular weight**: 103.17 g/mol
**Orbital gap**: 10.071 eV
**E_HOMO**: -9.0 eV

Structure (XYZ):
```
20
C4H13N3 (ωB97M-V/def2-TZVPD)
N 0.2169 -1.6863 -0.2762
N 1.8106 2.2689 -1.2600
N -2.4644 -1.2899 1.3335
C 1.3017 0.9212 -1.2062
C -0.5542 -0.4807 -0.0223
C 0.2889 0.7978 -0.0320
C -1.1842 -0.5957 1.3894
H -2.3180 -2.1780 0.8575
H 2.6576 2.3364 -1.8069
H 1.1601 2.9573 -1.6135
H -1.3940 -0.4015 -0.7079
H 0.5539 -2.1567 0.5524
H -1.3641 0.4094 1.7654
H -0.3762 1.6601 -0.1369
H 0.8917 0.8719 0.8791
H 0.8007 0.5703 -2.1097
H -2.7102 -1.5825 2.2790
H 0.9875 -1.5467 -0.9097
H -0.4283 -1.1090 2.0107
H 2.1240 0.2338 -0.9858
```

These are the Löwdin partial charges, in e, on atoms 1 to 8: N 0.04; N -0.01; N -0.01; C -0.31; C -0.41; C -0.18; C -0.27; H 0.06

Density functional theory data (ωB97M-V/def2-TZVPD) for one molecule with the formula C8H14 at a distorted geometry.

Results
**Lowest unoccupied orbital energy**: 1.084 eV
**Total energy**: -8521.8167 eV
**ΔE to the lowest compared entry with this formula, charge and spin**: 29.1 kcal/mol
**Structure (SMILES)**: C=CC(=C)CCCC
**Max |F|**: 1.314 eV/Å
**Molecular weight**: 110.20 g/mol
**Orbital gap**: 9.920 eV
**E_HOMO**: -8.8 eV

Structure (XYZ):
```
22
C8H14 (ωB97M-V/def2-TZVPD)
C 0.9279 0.3324 -0.4413
C 3.1231 0.8792 -1.5543
C -1.7587 -1.1480 0.0157
C 1.7193 1.3833 -1.2099
C -2.1987 -2.3358 0.3804
C -0.3325 0.9197 0.2220
C -1.1430 -0.1265 0.9115
C -1.1976 -0.2137 2.2387
H 0.7340 -0.5164 -1.0857
H 3.8148 1.6822 -1.8163
H 1.1319 1.5915 -2.1064
H 1.8796 2.3266 -0.6889
H -0.7020 0.5545 2.8139
H 0.0053 1.6771 0.9138
H 3.5066 0.3438 -0.6833
H 3.1686 0.1806 -2.3937
H -2.6254 -3.0391 -0.3258
H 1.4989 -0.0330 0.4193
H -2.0763 -2.6924 1.3955
H -1.7194 -0.9954 2.7737
H -0.9226 1.5198 -0.4846
H -1.9108 -0.7677 -0.9936
```

These are the Löwdin partial charges, in e, on atoms 1 to 8: C -0.22; C -0.12; C -0.15; C -0.27; C 0.01; C -0.20; C -0.33; C 0.06

Density functional theory data (ωB97M-V/def2-TZVPD) for a 2-piece molecular cluster, C2H9P3 overall at a distorted geometry.

Results
**Lowest unoccupied orbital energy**: 0.831 eV
**Total energy**: -30083.4909 eV
**ΔE to the lowest compared entry with this formula, charge and spin**: 24.0 kcal/mol
**Structure (SMILES)**: P[PH]#[PH2].C=C
**Max |F|**: 4.082 eV/Å
**Molecular weight**: 126.02 g/mol
**Orbital gap**: 9.503 eV
**E_HOMO**: -8.7 eV

Structure (XYZ):
```
14
C2H9P3 (ωB97M-V/def2-TZVPD)
P -0.9894 0.7682 -0.3324
P -3.0464 1.0792 -0.9611
P -1.7938 0.2726 1.6697
C 2.3435 -1.7287 -0.5748
C 2.5154 -0.7418 0.3059
H 3.5204 -0.7345 0.8165
H -0.5379 -0.1402 2.1728
H -0.9363 -0.4844 -0.8125
H 1.4226 -1.6435 -1.2648
H -3.4454 2.3482 -0.3788
H 2.8827 -2.6191 -0.6930
H -2.5004 1.7307 -2.1187
H 2.0853 0.2193 0.2246
H -1.5202 1.6740 1.9466
```

These are the Löwdin partial charges, in e, on atoms 1 to 8: P 0.17; P 0.34; P 0.38; C -0.08; C -0.10; H 0.06; H -0.19; H -0.20

- Which formula does entry 2 have?
  C4H13N3

- Which of these has the highest molecular weight?
  C27H30IN7O2S2V